1.
DFT (wB97M-V/def2-TZVPD) results for a structure of composition C24H18F48LiN9O32S16 at a distorted geometry.

HOMO-LUMO gap	3.85	eV
multiplicity	1
maximum force	8.0	eV/Å
total charge	-6
LUMO	5.942	eV

```
148
Properties=species:S:1:pos:R:3:forces:R:3:mulliken_charge:R:1
Li -6.143 -1.111 -2.152 -0.3 -0.1 -0.4 0.822
C -7.838 -0.278 -5.475 -0.2 0.5 1.1 -1.285
C -9.039 -1.141 -5.885 -1.1 -0.4 1.4 0.819
C -10.513 -0.470 -5.559 0.6 -1.3 -1.4 -1.029
N -11.768 -1.369 -5.929 -0.4 2.0 1.9 1.163
C -11.924 -2.548 -4.972 1.7 -0.2 -1.9 -0.884
C -11.843 -1.745 -7.428 -0.9 -0.3 0.9 1.214
C -13.395 -1.806 -7.677 0.1 -0.3 -1.4 0.064
C -14.146 -1.123 -6.562 0.7 0.3 1.6 -0.335
C -13.050 -0.501 -5.653 0.7 0.3 -2.5 -1.041
H -7.702 -0.401 -4.400 0.0 -0.1 0.4 -0.313
H -7.965 0.803 -5.531 -0.3 0.0 -0.6 0.370
H -6.864 -0.517 -5.900 -0.4 -0.3 -0.5 0.461
H -8.971 -2.010 -5.231 -0.2 -0.2 0.2 0.398
H -8.840 -1.623 -6.842 -1.0 0.8 -0.5 -0.165
H -10.583 0.468 -6.109 -0.3 -0.3 -0.4 0.193
H -10.719 -0.180 -4.529 0.7 -0.4 0.3 0.742
H -11.998 -2.321 -3.909 -0.2 0.7 -0.3 0.289
H -10.961 -3.017 -5.176 -0.4 -0.7 0.5 -0.073
H -12.739 -3.176 -5.332 0.1 0.0 0.0 0.382
H -11.204 -2.616 -7.569 -0.6 -0.6 0.2 0.065
H -11.320 -1.030 -8.062 -0.3 0.7 0.5 -1.034
H -13.875 -2.777 -7.791 0.8 -0.3 0.1 -0.626
H -13.675 -1.311 -8.607 0.6 0.1 -0.2 0.594
H -14.754 -1.873 -6.056 -0.2 0.3 0.2 -0.004
H -14.773 -0.300 -6.904 -0.1 -0.2 0.0 0.346
H -13.302 -0.263 -4.620 0.4 -0.6 0.1 0.519
H -12.726 0.401 -6.172 -0.4 0.5 0.3 0.377
C -5.883 1.892 -1.272 -1.8 0.8 -0.5 0.509
F -5.744 3.169 -0.785 0.3 -2.3 -0.8 -0.205
F -5.316 1.746 -2.480 0.6 0.1 1.4 -0.109
F -5.464 0.971 -0.387 0.9 0.5 -0.3 -0.238
S -7.702 1.564 -1.591 -3.0 2.8 -0.9 0.922
O -8.463 1.946 -0.387 2.3 -0.9 -1.8 -0.594
O -7.989 2.366 -2.782 1.0 -2.0 1.7 -0.567
N -7.779 -0.173 -1.910 3.6 3.9 -0.8 -0.271
S -8.916 -0.591 -0.996 -7.4 -0.9 3.0 0.825
O -8.626 -0.641 0.440 0.3 -0.8 -1.7 -0.656
O -10.202 0.075 -1.351 2.8 -1.9 0.4 -0.583
C -9.063 -2.399 -1.608 -2.9 0.9 0.2 0.572
F -7.889 -2.967 -1.461 1.6 -0.9 -0.3 -0.280
F -9.955 -3.070 -0.821 1.0 0.8 -0.9 -0.201
F -9.492 -2.480 -2.891 0.9 0.1 1.5 -0.062
C -10.731 -5.902 -4.799 -0.8 -2.5 -1.7 0.620
F -9.866 -6.454 -3.884 -1.4 0.6 -0.1 -0.253
F -11.911 -5.504 -4.343 0.9 0.4 1.4 -0.122
F -10.098 -4.945 -5.391 0.9 1.2 -0.1 -0.220
S -11.259 -7.177 -6.143 0.7 -2.5 -1.8 0.924
O -10.226 -8.211 -6.246 0.5 1.7 0.1 -0.779
O -12.500 -7.842 -5.728 1.1 2.1 0.1 -0.608
N -11.203 -6.156 -7.597 1.1 -2.7 3.3 -0.298
S -12.724 -5.958 -7.850 -3.7 2.7 -1.0 0.772
O -13.511 -7.144 -8.039 0.2 -0.2 -0.8 -0.628
O -13.302 -4.997 -6.909 0.5 -0.3 -0.4 -0.359
C -12.760 -4.998 -9.578 -0.9 -1.6 2.0 0.484
F -12.701 -5.965 -10.525 -0.6 0.9 0.0 -0.246
F -13.910 -4.266 -9.618 2.3 -1.2 -0.5 -0.085
F -11.693 -4.256 -9.686 0.2 0.9 -0.3 -0.099
C -6.771 -3.374 -8.454 -0.8 0.5 -1.2 0.604
F -6.072 -2.253 -8.311 0.0 1.0 -0.4 -0.228
F -5.861 -4.317 -8.560 0.1 -1.2 0.4 -0.260
F -7.522 -3.460 -7.359 0.1 -0.9 0.5 -0.159
S -7.972 -3.377 -9.964 -2.0 -0.2 0.5 0.891
O -9.041 -2.524 -9.496 0.7 -0.8 0.2 -0.495
O -7.219 -2.893 -11.097 0.1 -0.6 0.8 -0.653
N -8.591 -5.011 -10.040 1.7 2.7 -1.7 -0.186
S -7.902 -5.548 -11.426 1.5 0.6 0.6 0.917
O -8.302 -4.951 -12.704 0.2 -1.3 1.6 -0.647
O -6.462 -5.721 -11.171 -0.8 -0.4 -1.1 -0.686
C -8.522 -7.301 -11.445 -1.9 1.3 0.2 0.565
F -8.060 -8.088 -10.529 1.7 -0.9 1.0 -0.227
F -9.860 -7.296 -11.154 0.6 0.0 -1.8 -0.188
F -8.169 -7.804 -12.658 -0.9 -0.1 0.5 -0.236
C -17.059 -5.678 -12.336 0.2 2.4 0.3 0.517
F -18.170 -5.991 -12.996 -0.6 -1.0 0.0 -0.239
F -16.292 -6.751 -12.128 -0.5 0.4 -0.2 -0.215
F -16.441 -4.801 -13.157 0.5 -0.8 0.2 -0.244
S -17.486 -4.736 -10.709 -2.4 -1.6 2.7 0.760
O -18.670 -5.440 -10.171 1.7 0.8 -1.7 -0.696
O -16.276 -4.857 -9.905 -1.7 0.3 -1.8 -0.441
N -18.043 -3.176 -11.145 0.7 -3.8 0.6 -0.568
S -16.770 -2.336 -10.859 4.3 2.5 -0.3 1.244
O -16.360 -2.132 -9.472 -1.0 0.3 -1.6 -0.169
O -15.649 -2.622 -11.787 -1.6 0.6 1.1 -0.713
C -17.474 -0.665 -11.531 0.7 -2.5 1.1 0.361
F -17.474 0.207 -10.493 0.1 0.2 -1.8 -0.167
F -16.708 -0.328 -12.603 -1.0 1.0 1.2 -0.213
F -18.735 -0.882 -11.945 0.2 1.2 -0.2 -0.237
C -13.420 2.567 -9.826 2.7 -0.3 0.1 0.549
F -13.404 1.679 -10.807 -0.5 0.8 -0.2 -0.181
F -13.978 3.751 -10.243 0.0 -1.9 0.9 -0.238
F -13.959 1.976 -8.763 -0.8 1.1 -0.4 -0.105
S -11.535 2.987 -9.259 2.8 2.0 -0.5 1.082
O -11.525 4.428 -9.144 -1.0 0.3 -0.3 -0.793
O -11.179 2.341 -7.996 -1.2 -0.3 -1.3 -0.569
N -10.338 2.744 -10.575 -3.5 -0.9 3.3 -0.743
S -10.031 1.174 -10.449 0.9 -0.3 -3.8 1.056
O -11.127 0.336 -9.998 0.8 0.3 -0.1 -0.398
O -9.365 0.902 -11.744 -0.7 -0.4 2.2 -0.778
C -8.658 1.023 -9.179 -1.4 -1.1 -0.4 0.444
F -8.151 2.249 -8.988 0.5 -1.5 0.3 -0.152
F -9.195 0.530 -8.013 1.3 0.8 -1.0 -0.301
F -7.800 0.077 -9.657 -0.1 1.8 1.1 -0.138
C -16.234 -0.583 0.289 0.1 -0.1 -2.8 0.647
F -15.684 0.619 0.335 -0.2 -0.1 0.2 -0.155
F -15.268 -1.442 -0.127 -0.8 0.2 0.5 -0.212
F -16.658 -0.894 1.478 -0.3 -0.7 1.6 -0.246
S -17.826 -0.649 -0.878 0.7 4.4 -1.9 0.841
O -18.478 -1.915 -0.698 0.4 0.4 0.0 -0.561
O -18.487 0.639 -0.434 1.0 -3.8 -0.7 -0.600
N -17.200 -0.526 -2.561 -1.5 -0.8 3.8 -0.151
S -16.311 0.755 -2.744 1.0 3.0 0.9 0.587
O -16.538 1.868 -1.774 0.0 -1.5 -2.2 -0.626
O -14.887 0.494 -2.936 -1.1 -0.2 -0.5 -0.515
C -16.984 1.422 -4.448 -1.3 -2.9 1.7 0.459
F -16.157 2.274 -4.932 1.2 1.3 -0.9 -0.196
F -17.192 0.403 -5.315 0.6 1.0 0.7 -0.012
F -18.174 2.013 -4.226 0.2 0.1 -0.1 -0.264
C -3.016 4.666 -9.918 -2.0 -0.4 1.8 0.609
F -2.227 3.664 -9.852 1.3 -3.1 -0.8 -0.218
F -2.286 5.612 -9.377 -0.1 2.5 0.6 -0.264
F -3.290 4.967 -11.172 -0.4 0.3 -0.6 -0.232
S -4.675 4.230 -8.856 -2.1 3.1 0.7 0.965
O -5.597 5.363 -9.095 2.2 -1.2 0.3 -0.691
O -5.215 2.966 -9.290 1.2 0.5 0.3 -0.384
N -4.149 4.426 -7.184 -0.1 -3.3 -2.6 -0.511
S -3.703 2.868 -6.746 1.8 -0.3 -0.2 1.156
O -3.100 2.064 -7.840 -1.3 1.2 2.2 -0.579
O -2.927 2.912 -5.506 -0.3 0.6 -0.6 -0.761
C -5.260 2.021 -5.996 2.5 -1.8 -3.2 0.457
F -5.925 1.342 -6.936 0.0 0.5 0.2 0.006
F -4.838 1.109 -5.097 -0.2 0.1 0.4 -0.234
F -5.957 2.926 -5.471 -2.0 1.7 1.7 -0.178
C -19.210 -0.429 -7.489 1.1 -3.9 1.3 0.547
F -19.948 -0.292 -8.581 0.0 0.9 0.0 -0.211
F -17.922 -0.571 -7.778 -0.3 0.8 -0.5 -0.086
F -19.364 0.509 -6.591 -0.7 1.1 -0.4 -0.218
S -19.738 -2.134 -6.698 -1.0 -2.4 0.3 0.784
O -21.056 -1.822 -6.117 1.1 0.2 -0.6 -0.745
O -19.767 -3.147 -7.816 0.5 3.2 2.5 -0.481
N -18.665 -2.472 -5.351 -2.4 0.0 -2.8 -0.292
S -18.053 -3.937 -5.642 2.8 0.1 -1.5 0.710
O -18.946 -4.985 -6.122 0.6 0.5 1.4 -0.577
O -16.789 -3.761 -6.390 -1.6 -0.9 1.5 -0.283
C -17.522 -4.424 -3.802 -0.8 1.7 -3.4 0.356
F -18.609 -4.213 -3.030 1.2 -0.7 0.5 -0.204
F -17.121 -5.691 -3.860 -0.4 -0.1 0.9 -0.216
F -16.481 -3.665 -3.462 -0.6 -0.3 0.7 -0.139
```
Positions in Å, forces in eV/Å.

2.
DFT (wB97M-V/def2-TZVPD) results for a structure of composition C24H18HfN3SbSe4 at a distorted geometry.

HOMO-LUMO gap	5.83	eV
multiplicity	1
maximum force	1.4	eV/Å
LUMO	-1.397	eV
energy above the lowest of the compared OMol25 structures with the same formula, charge and spin	171.07	kJ/mol

```
51
Properties=species:S:1:pos:R:3:forces:R:3:mulliken_charge:R:1
Hf 1.148 -0.767 -0.625 -1.0 -0.8 0.4 1.080
N 0.265 0.804 1.264 0.1 0.1 0.0 -0.355
C 1.082 1.984 1.016 -0.2 0.4 -0.1 0.624
C 2.009 2.411 1.959 0.0 -0.1 -0.1 -0.667
C 2.735 3.572 1.753 -0.1 -0.1 0.0 -0.734
C 2.503 4.335 0.622 0.0 0.0 0.0 -0.712
C 1.612 3.891 -0.337 -0.1 -0.1 0.2 -0.977
C 0.907 2.699 -0.174 0.1 -0.1 0.3 0.262
C 0.198 2.170 -1.363 0.0 -0.2 -0.2 0.740
C -0.713 2.952 -2.065 0.0 0.1 0.2 -0.382
C -1.124 2.582 -3.336 -0.1 0.1 -0.1 -0.656
C -0.561 1.472 -3.941 0.0 0.0 0.0 -0.861
C 0.291 0.657 -3.206 0.1 -0.1 -0.4 -0.687
C 0.653 0.942 -1.886 -0.6 0.7 -0.3 0.892
H 0.512 0.454 2.197 -0.1 -0.1 -0.5 0.268
H -0.717 1.090 1.296 0.2 -0.1 -0.1 0.323
H 2.192 1.812 2.842 -0.1 0.0 0.0 0.291
H 3.476 3.879 2.476 0.0 0.0 0.1 0.400
H 3.037 5.260 0.470 0.1 0.1 0.0 0.400
H 1.478 4.446 -1.254 0.0 0.0 -0.1 0.441
H -1.098 3.856 -1.611 0.0 0.1 0.0 0.512
H -1.852 3.178 -3.867 0.0 0.1 -0.1 0.385
H -0.801 1.229 -4.967 0.0 0.0 0.0 0.394
H 0.703 -0.220 -3.702 -0.1 0.1 0.2 0.189
Se 2.109 -2.355 -2.344 0.7 0.4 -0.1 -0.657
Sb 4.091 -1.036 -1.126 0.8 -0.6 0.5 0.516
Se 2.735 -1.193 1.291 1.3 0.4 -0.4 -0.579
Se 3.982 1.304 -1.661 -0.2 -0.6 0.2 -0.284
Se 5.989 -2.483 -0.929 -0.4 0.3 -0.1 -0.565
C 0.691 -4.644 1.753 -0.4 0.1 0.1 -0.920
C 1.020 -3.842 0.661 0.1 0.0 -0.3 0.051
N 0.272 -2.831 0.258 -0.4 0.1 0.3 -0.173
C -0.860 -2.552 0.934 0.1 -0.6 0.5 0.102
C -1.246 -3.262 2.088 0.3 0.3 -0.5 1.163
C -0.435 -4.341 2.480 0.2 0.1 -0.1 -0.693
C -2.424 -2.859 2.778 -0.4 0.2 0.0 -1.019
C -3.225 -1.882 2.289 0.1 -0.3 0.3 -0.975
C -2.929 -1.244 1.051 0.5 0.0 -0.4 1.329
C -3.810 -0.355 0.413 0.2 0.1 -0.3 -0.783
C -3.477 0.125 -0.832 -0.2 -0.2 0.4 -0.999
C -2.235 -0.196 -1.378 0.4 0.0 -0.3 -0.330
N -1.344 -0.964 -0.772 0.0 0.0 0.4 -0.221
C -1.714 -1.539 0.396 -0.7 0.1 0.2 0.100
H 1.329 -5.471 2.015 0.1 -0.1 0.0 0.425
H 1.917 -4.036 0.087 0.0 0.1 0.0 0.412
H -0.719 -4.924 3.343 0.0 -0.1 0.1 0.456
H -2.677 -3.365 3.695 -0.1 -0.1 0.2 0.419
H -4.118 -1.574 2.810 -0.1 -0.1 0.1 0.416
H -4.741 -0.089 0.892 -0.1 0.0 0.0 0.457
H -4.152 0.744 -1.398 -0.1 0.1 0.0 0.463
H -1.961 0.176 -2.356 0.1 0.2 0.1 0.720
```
Positions in Å, forces in eV/Å.

Look up the HOMO-LUMO gap of the first one. 3.85 eV

Which value of LUMO does entry 1 give? 5.942 eV

maximum force of number 2 (C24H18HfN3SbSe4)? 1.4 eV/Å